ORCA calculation (ωB97M-V/def2-TZVPD) on a molecular structure, C44H52N7O4RuSi.

Atoms and positions in Å:
Ru1 0.6289 -0.3084 -0.5280
O1 -1.8337 2.3165 1.6566
C1 -1.0778 1.9068 0.7865
O2 -0.0394 1.1836 0.9481
C2 -1.3438 2.3000 -0.6574
C3 -2.2527 3.3362 -0.9310
C4 -2.4691 3.7075 -2.2249
C5 -1.7188 3.0878 -3.2489
C6 -1.8353 3.4473 -4.6083
C7 -1.0240 2.8810 -5.5529
C8 -0.0582 1.9312 -5.1725
C9 0.0451 1.5341 -3.8685
C10 -0.7887 2.0829 -2.8747
N1 -0.6657 1.6574 -1.5838
H1 -2.7626 3.7936 -0.0955
H2 -3.1905 4.4751 -2.4772
H3 -2.5705 4.1929 -4.8868
H4 -1.1080 3.1723 -6.5914
H5 0.6064 1.5183 -5.9217
H6 0.7692 0.7978 -3.5448
C11 0.0116 -1.1694 2.8404
N2 -0.5334 -1.7188 4.0766
C12 -0.4409 -3.1739 4.0118
N3 -1.1821 -3.7080 2.8647
C13 -0.6356 -3.1218 1.6435
N4 -0.7246 -1.6473 1.6286
C14 -2.1439 -1.2614 1.8240
N5 -2.7114 -1.8292 3.0425
C15 -1.9373 -1.3299 4.1826
C16 -2.5785 -3.2831 2.9892
H7 1.0457 -1.4894 2.7580
H8 -0.0435 -0.0880 2.8691
H9 -0.8437 -3.6090 4.9289
H10 0.6091 -3.4585 3.9179
H11 -1.1980 -3.5329 0.7991
H12 0.4150 -3.4008 1.5419
H13 -2.7443 -1.6107 0.9829
H14 -2.2103 -0.1760 1.8812
H15 -2.3589 -1.7343 5.1052
H16 -2.0028 -0.2406 4.1990
H17 -3.1393 -3.6605 2.1294
H18 -3.0032 -3.7154 3.8974
C17 6.9771 -0.3556 5.1718
C18 5.8608 -0.4850 4.1715
C19 4.7469 0.3377 4.2398
C20 3.7362 0.2930 3.2862
C21 2.5492 1.2059 3.4502
C22 3.8385 -0.6360 2.2426
C23 4.9282 -1.5207 2.1854
C24 5.0570 -2.5749 1.1149
C25 5.9264 -1.4181 3.1454
C26 2.8296 -0.6215 1.1229
O3 2.6446 0.4808 0.5339
O4 2.1945 -1.6604 0.7930
H19 6.6022 -0.0221 6.1394
H20 7.7039 0.3841 4.8284
H21 7.4959 -1.3042 5.3074
H22 4.6611 1.0476 5.0563
H23 2.8573 2.1715 3.8509
H24 1.8412 0.7675 4.1594
H25 2.0314 1.3772 2.5105
H26 4.1059 -3.0751 0.9514
H27 5.8073 -3.3117 1.4001
H28 5.3681 -2.1347 0.1660
H29 6.7802 -2.0853 3.0888
C27 2.7580 -2.8385 -5.9794
C28 3.0383 -3.4038 -4.7416
C29 3.0619 -2.6080 -3.6066
C30 2.8098 -1.2328 -3.6656
C31 2.5652 -0.6830 -4.9272
C32 2.5357 -1.4726 -6.0695
Si1 2.8096 -0.2795 -2.0022
C33 3.5820 1.4443 -2.2220
C34 4.5877 1.8220 -1.3266
C35 5.2658 3.0215 -1.4735
C36 4.9548 3.8778 -2.5204
C37 3.9562 3.5268 -3.4144
C38 3.2761 2.3269 -3.2602
H30 2.7300 -3.4565 -6.8679
H31 3.2466 -4.4641 -4.6637
H32 3.3004 -3.0555 -2.6457
H33 2.4156 0.3845 -5.0318
H34 2.3476 -1.0175 -7.0347
H35 3.8729 -1.0643 -1.3315
H36 4.8377 1.1736 -0.4972
H37 6.0450 3.2909 -0.7710
H38 5.4783 4.8187 -2.6355
H39 3.7014 4.1837 -4.2375
H40 2.4849 2.0979 -3.9600
C39 -2.1099 -1.8713 -1.5998
C40 -2.9390 -2.8768 -2.4427
N6 -2.0537 -3.6122 -3.3391
C41 -1.4894 -2.6740 -4.3055
C42 -0.7908 -1.5039 -3.5638
N7 -0.7333 -1.7976 -2.1195
C43 -0.0848 -3.1149 -1.9414
C44 -0.9753 -4.2204 -2.5657
H41 -2.0482 -2.2023 -0.5663
H42 -2.5501 -0.8715 -1.6178
H43 -3.6867 -2.3630 -3.0493
H44 -3.4637 -3.5883 -1.8021
H45 -2.3000 -2.3048 -4.9362
H46 -0.7838 -3.2115 -4.9417
H47 -1.3378 -0.5730 -3.6997
H48 0.2259 -1.3717 -3.9290
H49 0.0905 -3.2846 -0.8765
H50 0.8794 -3.0712 -2.4396
H51 -1.4228 -4.8570 -1.7998
H52 -0.3861 -4.8553 -3.2297

2S+1   6
Frontier orbital gap (spin up / spin down)   6.225 / 7.161 eV
Max |F|   0.8 eV/Å